The following is a quantum chemistry calculation of a cluster of 16 separate species, C20H72N6O16 in total in a non-equilibrium geometry, from the Open Molecules 2025 dataset.

The LUMO energy is 0.22 eV. The value obtained for the total energy is -2337.2968 a.u. As for the molecular weight: 652.8 g/mol. The value obtained for the HOMO energy is -8.81 eV. For the energy above the lowest of the compared OMol25 structures with the same formula, charge and spin, the calculation gives 205.7 kJ/mol.

CARTESIAN COORDINATES (ANGSTROEM)
C  0.7478  1.8123  5.8515
C  0.9158  1.6863  4.3165
O  2.3328  1.2673  4.1475
H  0.8418  0.8623  6.4285
H  -0.2212  2.1823  6.0615
H  1.4628  2.5463  6.1735
H  0.6718  2.6053  3.8095
H  0.2438  0.8543  4.0395
H  2.6928  1.1923  3.2415
C  1.0438  -2.0917  4.0115
C  1.9838  -2.2927  2.7965
O  2.8048  -3.3617  2.8035
H  0.4238  -2.9087  4.2095
H  0.4068  -1.1727  3.9695
H  1.6358  -1.9137  4.8635
H  2.6048  -1.4767  2.8125
H  1.5868  -2.1827  1.8585
H  3.4528  -3.2557  3.4935
C  -0.3812  2.7133  -5.2785
C  -0.2102  3.4213  -3.9495
O  0.8898  4.2743  -4.0075
H  -1.1722  1.9883  -5.2635
H  0.4538  2.2063  -5.6725
H  -0.6012  3.4733  -5.9755
H  0.0048  2.7893  -3.0585
H  -1.0352  3.9823  -3.6005
H  1.4328  4.0463  -3.2405
C  -0.9782  -6.2217  -1.7515
C  -1.0042  -5.1487  -0.6975
O  -1.0632  -3.8717  -1.3815
H  -1.8812  -6.4717  -2.2865
H  -0.8832  -7.2107  -1.2745
H  -0.1842  -6.1287  -2.4185
H  -0.1432  -5.1657  -0.1085
H  -1.8292  -5.2787  -0.0855
H  -0.3782  -3.2257  -1.1525
C  2.7758  3.8073  -1.6495
O  2.2548  2.7213  -2.2355
N  2.0848  4.5203  -0.8085
N  3.9128  4.1913  -2.0305
H  1.1788  4.0343  -0.4705
H  2.3948  5.2823  -0.2455
H  4.6398  3.6453  -2.4265
H  4.3148  5.0773  -1.6315
C  -0.0792  -0.0587  0.3575
O  -0.8152  0.1383  1.5225
N  0.5188  0.9663  -0.3065
N  0.2128  -1.2277  -0.1525
H  0.0798  1.8833  -0.0605
H  0.8678  0.8283  -1.2905
H  -0.1932  -1.8997  0.4825
H  0.7998  -1.4977  -0.8605
C  1.3898  -3.1557  -3.3375
O  1.4318  -2.8187  -2.0165
N  0.4988  -4.0467  -3.6895
N  1.9968  -2.5407  -4.2455
H  -0.0802  -4.3777  -2.8685
H  0.4718  -4.4877  -4.6365
H  2.5808  -1.6807  -4.0795
H  1.8258  -2.7667  -5.2975
C  -2.7362  2.4013  -1.6885
O  -2.6392  3.8003  -1.4285
H  -3.8122  2.3203  -1.4795
H  -2.2452  1.8393  -0.8285
H  -2.7022  2.1583  -2.7885
H  -2.9222  4.1653  -2.2745
C  -3.2862  -1.2607  -1.3135
O  -3.6492  -1.5417  -2.6635
H  -3.8962  -0.4557  -0.9865
H  -2.2132  -0.9947  -1.2415
H  -3.3892  -2.1007  -0.6655
H  -4.5942  -1.9437  -2.6015
C  -4.0152  0.7023  1.3795
O  -3.9332  1.5053  2.5935
H  -3.0292  0.6523  0.9485
H  -4.8322  1.1863  0.7585
H  -4.4362  -0.2617  1.5865
H  -4.7612  1.9033  2.8335
C  -2.3502  -2.6277  1.7485
O  -1.0212  -3.0387  1.5595
H  -2.5942  -1.6237  1.4205
H  -2.5122  -2.6457  2.8055
H  -3.0742  -3.3187  1.1795
H  -0.9012  -3.9517  1.8055
C  3.4538  2.4393  1.3335
O  2.7288  1.2703  1.5435
H  3.8548  2.3593  0.3655
H  4.2718  2.4523  2.0115
H  2.8028  3.2753  1.4445
H  2.2038  0.9953  0.8185
C  -2.0982  -0.6457  4.7055
O  -3.4272  -0.3717  4.5945
H  -2.0352  -1.5057  5.2635
H  -1.6682  0.1033  5.1865
H  -1.8652  -0.8877  3.6685
H  -3.5842  0.3383  3.9925
C  -0.4762  -0.1567  -3.2205
O  0.8748  0.2563  -3.0885
H  -0.6102  -1.2387  -3.2075
H  -0.9002  0.2003  -4.0985
H  -1.0052  0.3843  -2.4125
H  1.2448  0.3973  -3.8895
C  -0.4072  3.2343  1.5085
O  -0.3862  3.4473  0.0855
H  0.6028  2.8603  1.6735
H  -1.1712  2.4603  1.6825
H  -0.6412  4.0933  2.0815
H  -1.1312  3.9273  -0.2895
C  4.1448  -1.2277  -0.4045
O  3.3898  -0.7627  -1.5845
H  5.0798  -1.6877  -0.7985
H  3.5318  -1.9877  0.0775
H  4.2568  -0.4237  0.3615
H  2.7828  -1.5317  -1.7695

=====

The following is a quantum chemistry calculation of a cluster of 3 separate species, C29H40ClIN2O11 in total in a non-equilibrium geometry, from the Open Molecules 2025 dataset.

The LUMO energy is -0.45 eV. The value obtained for the total energy is -2824.0958 a.u. As for the molecular weight: 755.0 g/mol. The SMILES is CCOCCc1c(CCCO)c(C[C@@H](C)Cl)c(CN)c2c1C(=O)N(CC(=O)I)C2=O.C[C@@H]1COC(=O)O1.C[C@@H]1COC(=O)O1. The value obtained for the HOMO energy is -9.16 eV.

CARTESIAN COORDINATES (ANGSTROEM)
C  -1.5322  -3.7392  -0.0650
C  -0.3083  -2.8658  0.2052
O  -0.6303  -1.5723  0.6804
C  -0.8111  -0.6184  -0.3363
C  -0.5356  0.7672  0.2841
C  0.8633  0.7367  0.9089
C  1.0678  0.6272  2.2779
C  -0.1808  0.5061  3.1230
C  -0.9497  1.8537  3.3308
C  -0.3443  3.0595  2.6144
O  -0.9721  4.2380  3.1519
C  2.3287  0.6058  2.8385
C  2.4511  0.4651  4.3529
C  3.3839  1.4656  5.0715
C  2.7157  2.1135  6.2947
Cl  4.8100  0.5379  5.7368
C  3.4363  0.6918  1.9836
C  4.8763  0.6271  2.4263
N  5.2269  -0.7706  2.8178
C  3.1899  0.8009  0.6603
C  1.9364  0.8171  0.0732
C  2.0216  0.9456  -1.4269
O  1.1083  1.1624  -2.1873
N  3.4026  0.8333  -1.7120
C  3.9212  -0.1975  -2.6256
C  2.8734  -1.1027  -3.2744
O  2.1060  -0.8070  -4.1342
I  2.8548  -3.1847  -2.5804
C  4.1520  0.9004  -0.4935
O  5.3591  1.0000  -0.5330
H  -2.1829  -3.2881  -0.8084
H  -2.0965  -3.8147  0.8654
H  -1.1859  -4.7303  -0.3572
H  0.2739  -2.8047  -0.7188
H  0.3417  -3.3295  0.9509
H  -0.1131  -0.7552  -1.1666
H  -1.8353  -0.5991  -0.7303
H  -0.4910  1.5367  -0.4836
H  -1.3109  0.9593  1.0167
H  -0.0208  0.0564  4.0968
H  -0.8451  -0.1731  2.5946
H  -1.0376  2.1027  4.3889
H  -1.9712  1.7337  2.9648
H  -0.6172  3.0402  1.5595
H  0.7265  3.1751  2.7825
H  -1.4333  4.6690  2.4298
H  1.4715  0.6232  4.7909
H  2.7005  -0.5719  4.5794
H  3.7749  2.2413  4.4228
H  1.9830  1.4606  6.7648
H  3.5012  2.2661  7.0338
H  2.3234  3.1060  6.0725
H  5.4895  0.8817  1.5649
H  5.1253  1.3500  3.1970
H  4.5600  -1.3655  2.3332
H  6.1046  -0.9850  2.3561
H  4.4747  0.2812  -3.4376
H  4.6399  -0.8420  -2.1249
C  -1.4445  3.3751  -3.9767
C  -2.5210  3.3992  -2.9210
C  -3.6338  4.3874  -3.1634
O  -4.1072  4.6298  -1.8297
C  -3.0549  4.4360  -0.9976
O  -3.0366  4.7223  0.1544
O  -2.0149  3.8653  -1.6585
H  -0.5958  2.7777  -3.6421
H  -1.8269  2.9508  -4.9051
H  -1.0698  4.3801  -4.1780
H  -2.9149  2.3899  -2.7674
H  -4.4288  3.9927  -3.7917
H  -3.2805  5.3342  -3.5787
C  -3.2588  -5.6753  -4.9756
C  -4.2678  -5.6349  -3.8554
C  -5.3356  -4.5810  -4.0000
O  -5.7175  -4.3610  -2.6362
C  -4.6300  -4.6410  -1.8692
O  -4.5357  -4.3914  -0.7146
O  -3.6628  -5.2440  -2.6116
H  -2.4256  -6.3275  -4.7149
H  -3.7179  -6.0437  -5.8930
H  -2.8422  -4.6847  -5.1648
H  -4.7075  -6.6265  -3.7120
H  -6.1857  -4.9101  -4.5932
H  -4.9538  -3.6405  -4.4053

=====

| no. | gap between HOMO and LUMO (eV) |
| --- | --- |
| 1 | 9.0 |
| 2 | 8.7 |